Record 1
Molecular formula: C41H38AsCl2GeNiO3S2
Method: DFT, ωB97M-V with the def2-TZVPD basis set

Calculated values
- gap between HOMO and LUMO (alpha / beta) (hartree) = 0.220 / 0.234
- total charge = -1
- HOMO energy (alpha / beta) (eV) = -3.7 / -4.1
- E_tot (eV) = -254389.4216
- 2S+1 = 3

Last column: Löwdin spin population.
Positions of all 89 atoms, in Å:
Ni -0.031 1.042 -0.490  1.573
Cl 6.152 -2.505 -2.470  0.000
C 4.864 -1.418 -1.985  0.000
C 5.170 -0.074 -1.705  0.000
C 4.193 0.789 -1.318  0.002
Cl 4.597 2.442 -0.961  0.000
C 2.806 0.396 -1.177  0.004
O 1.930 1.257 -0.890  0.031
C 2.562 -0.989 -1.437  0.001
C 1.268 -1.596 -1.224  0.003
O 0.322 -1.097 -0.643  0.035
C 3.584 -1.859 -1.855  0.000
H 6.191 0.277 -1.793  0.000
H 1.158 -2.628 -1.610  0.002
H 3.345 -2.899 -2.047  0.000
C -3.165 0.075 0.388  0.001
As -2.369 1.686 1.158  0.011
C -2.860 1.779 3.067  0.007
C -4.034 2.755 0.741  0.005
S -1.175 3.076 -0.173  0.126
H -3.932 -0.278 1.079  0.000
H -2.424 -0.707 0.228  0.001
H -3.621 0.335 -0.566  0.000
H -3.900 1.464 3.177  0.001
H -2.777 2.818 3.389  0.000
H -2.202 1.155 3.663  0.001
H -4.928 2.269 1.144  0.000
H -4.118 2.859 -0.341  0.001
H -3.924 3.749 1.177  0.002
C -0.513 0.904 1.499  0.126
Ge -0.156 -0.727 2.406  0.024
C -0.117 -0.500 4.382  0.009
C 0.052 0.759 4.957  0.001
C 0.165 0.920 6.336  0.000
C 0.109 -0.185 7.174  0.000
C -0.054 -1.452 6.624  0.000
C -0.162 -1.603 5.245  0.001
C 1.655 -1.393 2.091  0.000
C 2.689 -0.457 2.027  0.000
C 4.013 -0.859 1.870  0.000
C 4.324 -2.209 1.756  0.000
C 3.307 -3.155 1.816  0.000
C 1.986 -2.748 1.991  0.000
C -1.447 -2.179 2.151  0.000
C -1.324 -3.165 1.170  0.000
C -2.324 -4.112 0.962  0.000
C -3.478 -4.084 1.733  0.000
C -3.621 -3.111 2.715  0.000
C -2.616 -2.172 2.920  0.000
H 0.025 1.696 2.021  0.005
H 0.089 1.634 4.316  0.001
H 0.294 1.911 6.754  0.000
H 0.193 -0.061 8.248  0.000
H -0.096 -2.321 7.270  0.000
H -0.287 -2.601 4.835  0.000
H 2.457 0.603 2.079  0.000
H 4.800 -0.115 1.822  0.000
H 5.351 -2.522 1.615  0.000
H 3.544 -4.211 1.731  0.000
H 1.207 -3.501 2.053  0.000
H -0.447 -3.182 0.533  0.000
H -2.205 -4.864 0.191  0.000
H -4.266 -4.809 1.562  0.000
H -4.520 -3.080 3.319  0.000
H -2.744 -1.423 3.694  0.000
O -1.784 -0.174 -2.967  0.007
S -0.668 0.813 -2.919  0.011
C 0.429 0.485 -4.300  0.003
C -0.068 -0.218 -5.384  0.001
C 0.773 -0.445 -6.465  0.000
C 2.086 0.017 -6.444  0.000
C 2.571 0.698 -5.333  0.000
C 1.741 0.930 -4.245  0.000
C -1.318 2.379 -3.512  0.000
C -2.640 2.408 -3.899  0.000
C -3.185 3.619 -4.317  0.000
C -2.406 4.765 -4.335  0.000
C -1.072 4.712 -3.935  0.000
C -0.522 3.515 -3.514  0.000
H -1.090 -0.577 -5.360  0.000
H 0.404 -0.990 -7.325  0.000
H 2.737 -0.166 -7.289  0.000
H 3.599 1.038 -5.306  0.000
H 2.114 1.434 -3.358  0.000
H -3.229 1.500 -3.848  0.000
H -4.225 3.664 -4.614  0.000
H -2.840 5.710 -4.640  0.000
H -0.469 5.610 -3.930  0.000
H 0.500 3.474 -3.154  0.000

---

Record 2
Molecular formula: C41H38BCsF4N6O3P2
Method: DFT, ωB97M-V with the def2-TZVPD basis set

Calculated values
- energy relative to the best compared isomer or geometry (same formula, charge and spin) (kJ/mol) = 128.8
- gap between HOMO and LUMO (hartree) = 0.292
- HOMO energy (eV) = -7.7
- E_tot (eV) = -88898.9942

Last column: Löwdin charge in e.
Positions of all 96 atoms, in Å:
Cs 0.563 -0.365 1.682  1.574
N -0.337 -5.209 -0.678  0.108
C 0.120 -4.138 0.024  -0.154
N -0.552 -3.484 0.893  0.119
C -1.872 -3.867 1.158  -0.282
N -2.589 -3.258 2.019  0.072
N -2.291 -2.134 2.628  0.022
C -1.956 -1.996 3.842  -0.103
C -1.853 -0.649 4.414  -0.300
C -1.555 -0.468 5.762  -0.020
C -1.467 0.820 6.260  -0.059
C -1.675 1.890 5.405  -0.054
C -1.963 1.611 4.076  -0.137
N -2.054 0.384 3.590  0.086
C -2.448 -5.006 0.426  -0.087
C -3.753 -5.449 0.618  -0.017
C -4.234 -6.540 -0.082  -0.081
C -3.414 -7.204 -0.989  -0.083
C -2.118 -6.773 -1.199  -0.024
C -1.635 -5.675 -0.495  -0.186
H 0.257 -5.670 -1.345  0.148
H 1.144 -3.838 -0.182  0.134
H -1.747 -2.849 4.492  0.128
H -1.391 -1.324 6.404  0.114
H -1.235 0.991 7.304  0.108
H -1.619 2.911 5.758  0.102
H -2.137 2.411 3.362  0.106
H -4.378 -4.926 1.328  0.112
H -5.250 -6.879 0.074  0.103
H -3.786 -8.065 -1.528  0.104
H -1.474 -7.280 -1.909  0.112
O 0.636 2.072 1.376  -0.614
P 0.378 2.752 0.085  0.703
C 1.451 2.139 -1.268  -0.263
P 0.789 0.539 -1.863  0.721
O 0.300 -0.307 -0.747  -0.660
C 2.132 -0.201 -2.813  -0.259
C 2.616 0.373 -3.987  -0.075
C 3.653 -0.236 -4.671  -0.075
C 4.208 -1.413 -4.184  -0.067
C 3.736 -1.979 -3.011  -0.062
C 2.694 -1.374 -2.325  -0.066
C -0.506 0.855 -3.099  -0.266
C -0.430 1.818 -4.102  -0.101
C -1.415 1.889 -5.073  -0.079
C -2.484 1.004 -5.049  -0.079
C -2.573 0.052 -4.045  -0.070
C -1.584 -0.025 -3.075  -0.064
C -1.323 2.590 -0.502  -0.297
C -1.787 3.369 -1.561  -0.093
C -3.074 3.194 -2.035  -0.073
C -3.901 2.239 -1.456  -0.071
C -3.454 1.482 -0.384  -0.053
C -2.168 1.664 0.102  -0.069
C 0.679 4.541 0.173  -0.268
C -0.335 5.386 0.617  -0.075
C -0.091 6.741 0.774  -0.072
C 1.166 7.255 0.490  -0.078
C 2.183 6.416 0.056  -0.074
C 1.941 5.060 -0.101  -0.072
H 2.431 1.914 -0.833  0.075
H 1.560 2.862 -2.076  0.076
H 2.183 1.288 -4.370  0.090
H 4.034 0.210 -5.580  0.103
H 5.026 -1.881 -4.717  0.106
H 4.205 -2.866 -2.609  0.115
H 2.338 -1.777 -1.385  0.094
H 0.391 2.525 -4.127  0.098
H -1.349 2.639 -5.851  0.106
H -3.248 1.061 -5.814  0.104
H -3.412 -0.632 -4.019  0.108
H -1.638 -0.761 -2.281  0.111
H -1.133 4.109 -2.009  0.118
H -3.435 3.796 -2.859  0.109
H -4.901 2.091 -1.844  0.108
H -4.105 0.756 0.085  0.115
H -1.822 1.098 0.956  0.056
H -1.314 4.976 0.835  0.112
H -0.882 7.395 1.118  0.106
H 1.357 8.314 0.608  0.105
H 3.166 6.816 -0.157  0.107
H 2.739 4.404 -0.429  0.108
F 3.850 -1.981 0.702  0.080
B 4.706 -0.906 0.362  -1.250
F 5.469 -1.223 -0.755  0.133
F 5.525 -0.618 1.478  0.087
F 3.897 0.236 0.102  0.076
C 3.565 -1.986 4.346  0.014
C 2.704 -0.872 3.804  -0.659
N 3.373 0.070 3.114  0.164
O 1.491 -0.813 3.989  -0.266
H 4.400 -1.577 4.914  0.087
H 3.971 -2.557 3.508  0.088
H 2.966 -2.634 4.979  0.081
H 4.310 -0.105 2.767  0.082
H 2.848 0.767 2.610  0.059

---

Record 3
Molecular formula: C41H38CdN2O5Sb2
Method: DFT, ωB97M-V with the def2-TZVPD basis set

Calculated values
- gap between HOMO and LUMO (hartree) = 0.262
- HOMO energy (eV) = -8.0
- E_tot (eV) = -73989.4701

Last column: Löwdin charge in e.
Positions of all 89 atoms, in Å:
Cd -0.311 0.124 1.557  1.494
O -0.367 -3.850 1.902  0.041
C 0.011 -2.804 2.397  -0.614
O 0.417 -1.779 1.681  -0.343
C 0.244 -2.720 3.914  -0.083
C 1.741 -2.371 4.151  -0.262
C 2.135 -2.841 5.557  -0.098
C 1.380 -1.807 6.423  -0.093
C 0.786 -0.882 5.344  -0.269
O 1.740 -0.951 4.282  -0.061
C -0.444 -1.546 4.696  -0.087
C -1.078 -0.603 3.679  -0.662
O -1.930 -1.042 2.878  -0.036
O -0.603 0.583 3.580  -0.150
H -0.012 -3.694 4.323  0.151
H 2.408 -2.683 3.350  0.156
H 3.214 -2.760 5.686  0.113
H 1.825 -3.868 5.744  0.114
H 2.055 -1.249 7.068  0.111
H 0.598 -2.257 7.035  0.114
H 0.624 0.147 5.646  0.151
H -1.198 -1.898 5.398  0.159
C -0.482 -2.731 -1.158  -0.375
C -1.290 -1.435 -1.234  -0.356
C -2.762 -1.851 -1.157  -0.393
Sb -4.359 -0.487 -1.757  1.452
C -3.936 1.242 -0.539  -0.425
C -3.841 1.056 0.841  -0.163
C -3.907 2.141 1.709  -0.089
C -4.061 3.424 1.204  -0.095
C -4.152 3.619 -0.167  -0.096
C -4.105 2.534 -1.032  -0.155
C -3.346 0.031 -3.598  -0.410
C -2.339 0.987 -3.690  -0.151
C -1.697 1.224 -4.899  -0.091
C -2.064 0.512 -6.031  -0.092
C -3.065 -0.445 -5.950  -0.090
C -3.699 -0.685 -4.739  -0.151
Sb 1.607 -2.713 -0.523  1.536
C 2.133 -0.585 -0.363  -0.397
C 2.075 0.249 -1.482  -0.145
C 2.782 1.441 -1.523  -0.097
C 3.549 1.837 -0.433  -0.099
C 3.564 1.056 0.711  -0.093
C 2.866 -0.149 0.746  -0.158
C 2.559 -2.512 -2.489  -0.412
C 3.949 -2.408 -2.472  -0.158
C 4.669 -2.203 -3.639  -0.094
C 4.004 -2.104 -4.854  -0.102
C 2.622 -2.210 -4.889  -0.099
C 1.908 -2.412 -3.714  -0.144
H -0.526 -3.260 -2.113  0.052
H -0.933 -3.368 -0.398  0.030
H -1.082 -0.901 -2.163  0.081
H -1.009 -0.765 -0.396  0.030
H -3.004 -2.204 -0.152  0.054
H -2.897 -2.695 -1.838  0.051
H -3.809 0.052 1.255  0.082
H -3.878 1.975 2.779  0.108
H -4.124 4.271 1.876  0.102
H -4.298 4.617 -0.564  0.101
H -4.247 2.687 -2.097  0.093
H -2.060 1.556 -2.810  0.074
H -0.906 1.962 -4.955  0.100
H -1.574 0.708 -6.976  0.102
H -3.350 -1.005 -6.831  0.103
H -4.479 -1.436 -4.681  0.086
H 1.531 -0.078 -2.361  0.092
H 2.764 2.048 -2.422  0.104
H 4.137 2.745 -0.482  0.101
H 4.155 1.358 1.567  0.105
H 2.964 -0.785 1.617  0.084
H 4.474 -2.480 -1.523  0.090
H 5.749 -2.123 -3.603  0.099
H 4.562 -1.942 -5.767  0.097
H 2.099 -2.137 -5.835  0.098
H 0.825 -2.487 -3.761  0.084
N 1.662 5.799 3.912  0.178
C 1.301 5.151 3.034  -0.171
C 0.842 4.377 1.922  -0.188
C 0.720 4.959 0.658  0.013
C 0.256 4.177 -0.379  -0.024
C -0.066 2.852 -0.127  -0.116
N 0.062 2.296 1.074  -0.003
C 0.504 3.041 2.086  -0.065
H 0.977 5.999 0.511  0.130
H 0.137 4.583 -1.373  0.118
H -0.464 2.221 -0.909  0.105
H 0.567 2.560 3.055  0.118

---

Record 4
Molecular formula: C41H38ClFO3PReS
Method: DFT, ωB97M-V with the def2-TZVPD basis set

Calculated values
- energy relative to the best compared isomer or geometry (same formula, charge and spin) (kJ/mol) = 0.0
- gap between HOMO and LUMO (alpha / beta) (hartree) = 0.221 / 0.231
- total charge = +1
- HOMO energy (alpha / beta) (eV) = -10.2 / -10.1
- E_tot (eV) = -86764.9025
- 2S+1 = 2

Last column: Löwdin spin population.
Positions of all 87 atoms, in Å:
Re 0.025 0.123 -0.663  0.836
C 2.762 4.982 2.041  0.000
C 1.742 4.722 1.140  0.000
C 1.466 3.413 0.758  0.000
C 2.219 2.361 1.275  -0.002
C 3.235 2.630 2.198  -0.001
C 3.506 3.934 2.575  0.000
P 1.871 0.661 0.749  0.008
C 1.807 -0.270 2.306  0.002
C 2.162 -1.618 2.327  0.000
C 2.000 -2.360 3.488  0.000
C 1.482 -1.761 4.632  0.000
C 1.126 -0.420 4.615  0.000
C 1.283 0.326 3.454  0.000
C 3.284 0.031 -0.185  0.004
C 4.589 0.059 0.231  -0.002
C 5.610 -0.428 -0.611  0.001
C 5.300 -0.926 -1.846  -0.002
C 3.960 -0.961 -2.300  -0.001
C 3.614 -1.435 -3.593  -0.009
C 2.318 -1.408 -4.027  0.002
C 1.300 -0.918 -3.184  0.003
C 1.567 -0.485 -1.895  0.022
C 2.935 -0.486 -1.455  0.001
H 2.973 6.001 2.340  0.000
H 1.155 5.536 0.733  0.000
H 0.663 3.205 0.068  0.000
H 3.802 1.818 2.641  0.000
H 4.294 4.136 3.290  0.000
H 2.564 -2.085 1.434  0.000
H 2.285 -3.405 3.504  0.000
H 1.362 -2.341 5.539  0.000
H 0.724 0.049 5.505  0.000
H 1.002 1.373 3.441  0.000
H 4.851 0.454 1.205  0.000
H 6.639 -0.393 -0.279  0.000
H 6.082 -1.297 -2.499  0.000
H 4.403 -1.797 -4.244  0.000
H 2.071 -1.753 -5.023  0.001
H 0.285 -0.870 -3.560  0.000
Cl -3.135 -0.467 6.090  0.002
C -2.594 -0.097 4.486  0.008
C -2.696 1.223 4.005  -0.002
C -2.262 1.549 2.746  0.006
C -1.691 0.575 1.905  -0.001
O -1.294 0.908 0.701  0.060
C -1.594 -0.740 2.398  0.007
C -1.003 -1.772 1.630  -0.001
O -0.469 -1.650 0.512  0.014
C -2.066 -1.064 3.690  -0.001
H -3.129 1.981 4.646  0.000
H -2.343 2.559 2.364  0.000
H -1.022 -2.778 2.065  0.000
H -1.991 -2.087 4.045  0.000
F -1.095 5.108 -4.182  0.003
C -0.809 4.059 -3.390  0.008
C -1.840 3.411 -2.739  -0.001
C -1.534 2.319 -1.937  0.007
C -0.215 1.868 -1.775  -0.009
C 0.791 2.579 -2.440  0.008
C 0.506 3.667 -3.251  -0.002
H -2.857 3.762 -2.866  0.000
H -2.340 1.832 -1.401  0.000
H 1.825 2.270 -2.330  0.000
H 1.287 4.213 -3.766  0.000
C -1.629 -4.841 -1.115  0.000
C -2.548 -4.440 -2.266  0.000
C -2.177 -3.084 -2.867  0.001
S -2.588 -1.752 -1.719  0.006
O -1.530 -0.665 -1.954  0.026
C -4.074 -1.056 -2.479  0.000
C -5.235 -0.958 -1.492  0.000
C -4.870 -0.250 -0.187  0.000
H -1.934 -5.793 -0.683  0.000
H -1.636 -4.093 -0.318  0.000
H -0.599 -4.941 -1.465  0.000
H -3.588 -4.418 -1.926  0.000
H -2.499 -5.187 -3.059  0.000
H -2.672 -2.889 -3.817  0.000
H -1.098 -2.987 -3.000  0.000
H -4.325 -1.651 -3.356  0.000
H -3.740 -0.067 -2.802  0.000
H -5.634 -1.953 -1.285  0.000
H -6.029 -0.401 -1.992  0.000
H -4.187 -0.846 0.424  0.000
H -5.763 -0.066 0.410  0.000
H -4.396 0.717 -0.382  0.000